(1)
{
  "formula": "C49H43BBrIrN6O2Si",
  "method": "ωB97M-V with the def2-TZVPD basis set",
  "species": ["Ir", "C", "C", "C", "C", "N", "N", "B", "N", "N", "C", "C", "C", "C", "C", "C", "C", "C", "C", "C", "N", "N", "C", "C", "C", "C", "C", "C", "C", "C", "C", "C", "C", "C", "C", "C", "C", "C", "H", "H", "H", "H", "H", "H", "H", "H", "H", "H", "H", "H", "H", "H", "H", "H", "H", "H", "H", "H", "H", "H", "H", "H", "H", "H", "H", "H", "Br", "C", "C", "C", "C", "C", "C", "C", "O", "O", "H", "H", "H", "H", "C", "C", "C", "C", "C", "C", "Si", "C", "C", "C", "C", "C", "C", "H", "H", "H", "H", "H", "H", "H", "H", "H", "H", "H"],
  "coordinates": [[-0.480803, 0.135616, 0.176122], [-4.449468, 1.279656, 3.168294], [-3.301810, 0.383732, 2.846747], [-3.004544, -0.858777, 3.365651], [-1.837212, -1.285320, 2.715705], [-1.444170, -0.335015, 1.877092], [-2.355480, 0.692740, 1.937620], [-2.078379, 2.071959, 1.240166], [-2.124750, 2.122668, -0.353873], [-1.102539, 1.680481, -1.176045], [-1.352531, 2.098787, -2.405898], [-2.559579, 2.820425, -2.409415], [-3.013114, 2.808141, -1.109826], [-4.256162, 3.421334, -0.559007], [-0.439626, 1.814897, -3.524200], [-0.862319, 2.024028, -4.834737], [-0.009032, 1.767095, -5.896691], [1.277339, 1.304800, -5.658352], [1.704543, 1.093361, -4.354332], [0.850879, 1.344696, -3.293686], [-0.658452, 2.492860, 1.656641], [0.377805, 1.771089, 1.158675], [1.498656, 2.376108, 1.546064], [1.172002, 3.475505, 2.353006], [-0.206630, 3.522517, 2.389992], [-1.117472, 4.492661, 3.062466], [2.853869, 2.062465, 1.051250], [3.883489, 1.729506, 1.924645], [5.187644, 1.636305, 1.459310], [5.469432, 1.884154, 0.123719], [4.443059, 2.201228, -0.754650], [3.139237, 2.288529, -0.293518], [-1.174026, -2.596137, 2.847203], [-0.625307, -2.995452, 4.061584], [-0.055624, -4.252292, 4.181845], [-0.038333, -5.116112, 3.094702], [-0.588359, -4.720389, 1.885165], [-1.160221, -3.463166, 1.760817], [-5.089659, 0.793211, 3.901300], [-5.044394, 1.491501, 2.279395], [-4.114455, 2.232108, 3.579827], [-3.568710, -1.416192, 4.093427], [-2.888358, 2.845845, 1.644858], [-3.034211, 3.305805, -3.244469], [-4.823215, 3.873422, -1.370175], [-4.032940, 4.192908, 0.177919], [-4.884540, 2.671074, -0.077809], [-1.869007, 2.374016, -5.026968], [-0.350386, 1.925917, -6.911622], [1.943377, 1.104015, -6.487852], [2.698944, 0.714711, -4.156576], [1.184440, 1.150171, -2.282282], [1.865057, 4.166049, 2.802063], [-0.528924, 5.229122, 3.605411], [-1.777481, 3.989948, 3.770467], [-1.741802, 5.016839, 2.338034], [3.662416, 1.548720, 2.968522], [5.984719, 1.374566, 2.143326], [6.489436, 1.820549, -0.233857], [4.654271, 2.377286, -1.801456], [2.335963, 2.557642, -0.969710], [-0.628060, -2.312093, 4.901925], [0.388656, -4.553555, 5.121770], [0.411860, -6.096093, 3.191368], [-0.570397, -5.386093, 1.031614], [-1.588144, -3.138386, 0.822863], [-4.256031, -2.939893, -0.585578], [-4.058987, -2.238591, -2.336403], [-5.145743, -2.399944, -3.185192], [-5.083101, -1.936351, -4.488551], [-3.925884, -1.327475, -4.950697], [-2.841731, -1.188881, -4.103338], [-2.888279, -1.629198, -2.779874], [-1.646042, -1.338703, -1.972296], [-0.567473, -1.262067, -2.541142], [-1.827089, -1.099890, -0.714453], [-6.035505, -2.892070, -2.817979], [-5.937667, -2.060636, -5.141069], [-3.865038, -0.968664, -5.969868], [-1.921630, -0.733870, -4.446887], [3.178783, -2.203663, 4.374031], [2.328464, -1.120704, 4.204222], [1.697148, -0.917792, 2.983818], [1.897425, -1.784789, 1.908972], [2.747005, -2.876496, 2.107039], [3.382597, -3.086306, 3.322334], [1.134948, -1.520872, 0.197684], [2.580241, -1.372276, -0.998709], [2.450120, -1.847412, -2.309797], [3.548565, -1.932604, -3.152771], [4.804654, -1.551679, -2.698766], [4.953753, -1.085188, -1.401517], [3.851132, -0.997512, -0.561963], [3.675826, -2.364288, 5.323042], [2.155089, -0.433600, 5.025007], [1.023700, -0.077511, 2.870331], [2.920303, -3.573768, 1.292963], [4.036568, -3.940464, 3.449994], [0.498696, -2.797182, -0.207786], [1.476461, -2.148108, -2.670790], [3.425391, -2.306064, -4.162300], [5.666231, -1.628384, -3.351218], [5.931575, -0.792883, -1.038210], [3.989057, -0.651921, 0.456154]],
  "forces_ev_per_angstrom": [[0.090, -0.196, -0.138], [0.007, 0.004, -0.005], [-0.009, -0.015, 0.000], [0.063, 0.007, 0.018], [-0.001, -0.064, 0.010], [-0.022, 0.095, -0.174], [-0.105, -0.041, 0.084], [0.056, 0.042, -0.067], [0.015, 0.011, 0.069], [0.037, 0.270, 0.044], [-0.116, -0.077, -0.011], [0.021, -0.017, -0.031], [-0.031, -0.039, 0.012], [0.008, 0.001, 0.005], [0.010, 0.022, 0.003], [-0.004, -0.016, 0.003], [-0.007, 0.005, -0.003], [0.016, -0.007, -0.004], [-0.018, 0.000, 0.005], [-0.004, -0.013, -0.002], [-0.032, -0.020, 0.032], [0.016, -0.161, 0.024], [0.034, -0.065, -0.027], [0.016, 0.003, -0.018], [0.012, 0.025, 0.013], [0.006, -0.005, -0.007], [-0.043, 0.009, -0.008], [-0.009, 0.018, 0.021], [-0.004, -0.001, 0.003], [0.010, 0.015, 0.005], [-0.035, -0.002, 0.009], [0.024, -0.030, -0.022], [-0.101, -0.020, -0.104], [-0.028, -0.051, 0.022], [0.024, 0.061, 0.045], [0.016, -0.010, -0.053], [-0.001, -0.021, 0.033], [-0.004, 0.031, 0.051], [-0.004, 0.001, -0.003], [0.003, 0.005, 0.004], [0.002, -0.004, 0.005], [-0.003, 0.007, 0.003], [0.000, 0.012, -0.001], [0.003, 0.004, 0.001], [-0.003, -0.005, 0.000], [0.001, 0.005, -0.004], [0.003, 0.002, 0.003], [0.002, -0.004, 0.001], [0.001, 0.003, 0.002], [0.000, -0.002, 0.003], [0.007, -0.010, -0.004], [-0.023, -0.029, -0.011], [-0.004, 0.008, -0.007], [-0.002, 0.002, 0.000], [-0.001, 0.001, 0.001], [0.003, 0.000, 0.002], [-0.015, -0.012, 0.019], [-0.002, 0.001, 0.004], [-0.006, 0.003, -0.007], [0.011, 0.000, -0.002], [0.021, 0.019, 0.028], [-0.002, -0.006, 0.000], [-0.006, -0.001, 0.001], [-0.001, 0.003, -0.002], [0.001, -0.003, 0.007], [-0.060, -0.013, -0.026], [0.013, -0.007, 0.047], [0.033, 0.037, 0.020], [-0.006, 0.006, -0.004], [-0.002, -0.005, 0.002], [-0.003, 0.002, -0.012], [-0.005, -0.019, -0.030], [0.022, -0.009, -0.009], [-0.022, -0.043, 0.036], [0.034, 0.076, -0.025], [-0.020, -0.015, -0.034], [0.001, 0.002, 0.001], [-0.001, -0.001, 0.002], [0.001, 0.000, 0.000], [-0.004, -0.002, 0.016], [-0.021, 0.013, 0.014], [0.033, 0.025, 0.000], [0.050, -0.021, -0.009], [0.070, 0.095, -0.016], [-0.010, 0.001, -0.016], [0.001, -0.040, -0.001], [-0.018, 0.079, 0.253], [0.004, -0.031, -0.020], [0.013, 0.046, -0.023], [-0.009, 0.013, 0.015], [0.022, 0.007, -0.002], [0.013, -0.014, 0.013], [0.006, -0.035, -0.014], [-0.003, 0.002, -0.003], [-0.002, 0.000, -0.012], [0.012, 0.038, 0.001], [0.012, 0.005, 0.005], [0.000, 0.003, -0.002], [-0.021, 0.051, -0.035], [-0.019, 0.000, -0.008], [-0.004, 0.000, 0.000], [-0.001, 0.000, 0.001], [-0.005, -0.007, -0.001], [0.000, 0.013, -0.006]],
  "lowdin_charge": [1.19, -0.01, -0.26, 0.05, -0.21, -0.04, 0.05, -0.48, 0.04, -0.01, -0.22, 0.04, -0.26, -0.01, -0.17, -0.04, -0.08, -0.08, -0.06, -0.03, 0.03, -0.04, -0.23, 0.05, -0.25, -0.01, -0.17, -0.04, -0.08, -0.10, -0.08, -0.02, -0.18, -0.04, -0.08, -0.08, -0.07, -0.07, 0.08, 0.08, 0.08, 0.12, 0.11, 0.11, 0.08, 0.08, 0.08, 0.11, 0.10, 0.10, 0.10, 0.08, 0.12, 0.08, 0.08, 0.08, 0.11, 0.11, 0.11, 0.11, 0.11, 0.12, 0.10, 0.10, 0.11, 0.06, 0.81, -0.59, -0.14, -0.08, -0.07, -0.02, -0.14, -0.60, 0.02, -0.25, 0.09, 0.10, 0.10, 0.11, -0.10, -0.10, -0.13, -0.30, -0.10, -0.09, 0.63, -0.29, -0.11, -0.10, -0.09, -0.09, -0.11, 0.10, 0.10, 0.08, 0.11, 0.10, 0.01, 0.08, 0.10, 0.10, 0.10, 0.09],
  "e_above_lowest_kj_mol": 95.2,
  "total_charge": 0
}



(2)
{
  "formula": "C5H16NO2",
  "method": "ωB97M-V with the def2-TZVPD basis set",
  "species": ["C", "C", "C", "C", "C", "N", "H", "H", "H", "H", "H", "H", "H", "H", "H", "H", "H", "H", "H", "H", "O", "H", "H", "O"],
  "coordinates": [[1.065253, 1.237966, -2.194634], [0.800455, 1.984650, -0.874147], [1.717272, 1.535903, 0.290472], [1.357095, 0.123639, 0.637443], [0.760712, -0.191284, 1.761066], [0.219626, -1.569933, 1.934155], [0.225221, 0.612099, -2.446674], [1.248706, 1.927813, -3.007371], [1.972767, 0.634042, -2.138271], [0.820901, 3.070144, -0.970442], [-0.214550, 1.747457, -0.534293], [2.751898, 1.753486, 0.042541], [1.474398, 2.175185, 1.147266], [1.499706, -0.532380, -0.221625], [0.566566, 0.457514, 2.606198], [0.626067, -1.890347, 2.811179], [-0.789126, -1.576489, 2.072961], [0.399626, -2.112750, 1.091919], [-2.267808, -2.119787, -0.259530], [-1.688700, -3.574184, 0.179030], [-1.703106, -2.627414, 0.337770], [-3.334162, -0.027832, -1.422421], [-4.217355, -0.588433, -0.287101], [-3.291460, -0.449065, -0.555490]],
  "forces_ev_per_angstrom": [[0.438, 0.495, 0.370], [-0.345, -0.522, 0.347], [-0.731, 0.999, 0.405], [0.621, 0.982, -0.981], [-0.503, -0.565, -0.156], [0.380, 1.365, 0.849], [-0.161, -0.311, -0.251], [-0.148, 0.152, -0.223], [-0.055, -0.150, 0.040], [0.279, -0.076, -0.103], [-0.019, 0.178, -0.143], [0.255, -0.551, -0.050], [0.151, -0.058, -0.017], [-0.185, -0.518, 0.481], [0.057, -0.016, -0.145], [0.212, -0.901, -0.302], [-0.336, -0.012, -0.369], [0.031, -0.448, 0.238], [-0.301, -0.197, -0.233], [-0.507, 0.131, -0.471], [0.810, 0.148, 0.742], [-0.071, -0.024, 0.085], [0.473, 0.148, -0.187], [-0.347, -0.250, 0.073]],
  "lowdin_charge": [-0.09, -0.23, -0.19, -0.08, -0.07, 0.18, 0.06, 0.07, 0.07, 0.11, 0.10, 0.12, 0.11, 0.13, 0.14, 0.17, 0.14, 0.14, 0.02, 0.06, -0.05, 0.06, 0.07, -0.05],
  "e_above_lowest_kj_mol": 96.6,
  "total_charge": 1
}



| no. | largest force on an atom (eV Å⁻¹) | electronic energy (a.u.) |
| --- | --- | --- |
| 1 | 0.28 | -5364.91841 |
| 2 | 1.65 | -405.08336 |